C4H5N3O | the ωB97M-V functional and the def2-TZVPD basis

Output
E_HOMO in eV: -9.67
E_LUMO in eV: 0.396
Electronic energy in eV: -10743.82122

Last column: Löwdin charge in e.
CARTESIAN COORDINATES (ANGSTROEM)
1 C -1.433910 1.607720 -1.304463  -0.035
2 C -0.478628 0.671401 -0.609129  -0.381
3 N 0.274984 1.237035 0.232012  0.070
4 N 1.328362 0.546369 0.750846  0.036
5 C 1.081494 -0.512053 1.424909  -0.108
6 O -0.023686 -1.400845 1.054014  -0.041
7 C -0.040556 -1.523437 -0.300460  -0.247
8 N -0.430792 -0.673293 -1.101036  0.168
9 H -1.345814 1.521988 -2.409908  0.088
10 H -1.112821 2.608334 -0.944896  0.083
11 H -2.473839 1.406581 -1.045702  0.073
12 H 1.919047 -0.954300 2.033343  0.138
13 H 0.224628 -2.608407 -0.502847  0.157

Cartesian forces, eV/Å:
C 0.3 0.3 -0.1
C -1.7 -0.2 -1.7
N 0.7 -0.1 -0.6
N -0.3 -0.8 2.9
C 1.3 -0.8 -2.0
O 1.3 1.8 2.2
C 0.2 -3.5 1.2
N 0.6 2.2 -1.0
H 0.1 0.1 0.7
H -0.6 -0.5 -0.5
H 0.0 0.0 0.0
H -1.3 0.1 -0.6
H -0.5 1.4 -0.6


C4H4O3 | the ωB97M-V functional and the def2-TZVPD basis

Output
E_HOMO in eV: -10.26
E_LUMO in eV: 0.674
Electronic energy in eV: -10351.93305

Last column: Löwdin charge in e.
CARTESIAN COORDINATES (ANGSTROEM)
1 O -0.721579 1.583317 -1.273064  0.087
2 C -0.856569 1.130005 -0.157584  -0.168
3 C 0.016887 -0.037548 0.082344  -0.328
4 C 1.197034 0.245835 -0.816769  -0.175
5 O 1.981280 0.996878 -0.288895  0.094
6 C -0.156611 -1.146101 1.002045  -0.059
7 O -1.070797 -1.017314 -0.066489  0.001
8 H -1.672409 1.401627 0.518913  0.147
9 H 1.298037 -0.132448 -1.847922  0.147
10 H 0.473694 -2.014738 0.820877  0.130
11 H -0.488962 -1.009512 2.026542  0.124

Cartesian forces, eV/Å:
O -0.6 0.6 0.6
C 0.0 0.8 -0.3
C -0.8 -0.3 -0.6
C 0.7 -0.1 0.5
O 0.1 -0.4 -0.6
C 0.2 -0.2 0.4
O 0.3 -0.6 -0.5
H 0.0 0.1 0.1
H 0.0 -0.1 0.2
H 0.3 0.2 0.4
H -0.3 0.0 -0.1


C11H12NO2 | the ωB97M-V functional and the def2-TZVPD basis

Output
E_HOMO (spin up / spin down) in eV: -11.39 / -11.39
E_LUMO (spin up / spin down) in eV: -2.953 / -2.953
Net charge: +1
Electronic energy in eV: -17174.87817

Last column: Löwdin charge in e.
CARTESIAN COORDINATES (ANGSTROEM)
1 C -0.237165 2.534993 -2.725160  -0.024
2 C -0.412555 1.146135 -2.405827  -0.154
3 N 0.916911 0.606949 -1.754627  0.212
4 C -0.326836 0.685951 -1.021590  -0.130
5 C -0.948351 0.554505 0.180814  -0.030
6 O -0.530736 0.233462 1.424481  -0.009
7 C 0.637955 -0.719495 1.635719  -0.146
8 C 0.778340 -0.965135 3.192160  -0.011
9 C 0.282642 -2.082373 3.742561  -0.060
10 C -0.439887 -3.179183 2.995962  -0.021
11 C -0.466789 -3.081666 1.605818  -0.002
12 C 0.185510 -1.951050 0.889829  -0.159
13 C 0.250871 -2.002579 -0.403455  -0.145
14 O 0.416879 -2.139728 -1.533837  0.208
15 H -1.237547 2.993632 -2.736465  0.125
16 H 0.114207 2.479094 -3.719088  0.095
17 H 0.292540 3.026043 -1.977172  0.087
18 H -0.810798 0.504230 -3.214533  0.179
19 H 1.168163 -0.324673 -2.056444  0.138
20 H 1.690080 1.147765 -1.654470  0.135
21 H -1.961105 0.813325 0.125657  0.138
22 H 1.580857 -0.257284 1.290615  0.149
23 H 0.944555 -0.047948 3.761307  0.116
24 H 0.233134 -2.116019 4.819813  0.105
25 H -1.060066 -3.865770 3.535216  0.097
26 H -0.919477 -3.836965 1.003695  0.107

Cartesian forces, eV/Å:
C -2.7 0.5 -0.9
C 0.3 -2.2 1.4
N -2.9 -3.2 -0.8
C -0.9 0.4 1.1
C 2.8 -0.1 -0.2
O 0.2 0.3 -0.8
C -0.4 -0.2 1.0
C -1.5 0.4 -2.1
C -1.1 -0.3 -0.5
C 1.1 2.4 -2.7
C 0.5 0.3 2.7
C 0.2 -0.8 2.1
C 0.5 -0.7 0.2
O 0.0 -0.1 -1.4
H 0.2 0.0 -0.2
H 0.9 1.1 -1.1
H 1.4 1.1 0.9
H 0.4 0.1 0.7
H 0.1 -0.4 -0.1
H 2.5 2.6 0.6
H -1.5 0.3 0.2
H -0.6 0.0 -0.3
H 0.5 -0.5 -0.1
H 0.2 -0.2 0.2
H 0.2 -0.5 0.1
H -0.4 -0.3 -0.2


C30H50BrEuN3P2S | the ωB97M-V functional and the def2-TZVPD basis

Output
Spin multiplicity: 8
E_HOMO (spin up / spin down) in eV: -12.23 / -12.23
<S²>: 15.761
E_LUMO (spin up / spin down) in eV: -7.590 / -7.591
Net charge: +2
Electronic energy in eV: -155158.62500

Last column: Löwdin charge in e.
CARTESIAN COORDINATES (ANGSTROEM)
1 C -0.670224 7.198437 -6.004215  -0.008
2 C -0.887339 5.838333 -6.284548  -0.225
3 C -1.158345 5.408166 -7.600596  0.000
4 C -1.212690 6.396449 -8.598070  -0.108
5 N -1.011713 7.688023 -8.314135  0.073
6 C -0.745862 8.096235 -7.070368  -0.114
7 C -0.837538 4.872619 -5.208171  0.086
8 C -0.813055 4.024845 -4.343830  0.044
9 C -0.527262 3.033100 -3.366979  -0.219
10 C 0.571980 3.210470 -2.530154  0.015
11 C 1.009264 2.149913 -1.739569  -0.116
12 C 0.492717 0.853247 -1.998493  -0.328
13 C -0.758487 0.741258 -2.644469  -0.252
14 C -1.295380 1.855613 -3.355342  0.017
15 Eu -1.301721 0.723085 -0.167788  1.207
16 P 1.737268 -0.793365 -1.158416  1.088
17 H -1.329339 4.354409 -7.847988  0.120
18 H -0.455217 7.550684 -4.981948  0.124
19 H -1.421354 6.118921 -9.620886  0.111
20 H -0.588322 9.153657 -6.899552  0.113
21 H -2.196440 1.777769 -3.954310  0.137
22 H 1.108193 4.172864 -2.580803  0.153
23 H -1.425431 -0.137858 -2.497593  0.071
24 H 1.710899 2.344093 -0.931694  0.109
25 C 2.249982 -2.403346 -0.257703  -0.352
26 C 3.109839 -3.401945 -1.029791  -0.108
27 H 1.281678 -2.862810 -0.027301  -0.037
28 H 2.696215 -2.140304 0.713644  0.086
29 H 3.344846 -4.276340 -0.403340  0.108
30 H 2.562682 -3.791573 -1.900215  0.072
31 H 4.074561 -2.995603 -1.370860  0.073
32 C 1.951379 -1.282458 -2.935878  -0.357
33 C 2.932358 -0.471717 -3.766012  -0.102
34 H 0.943316 -1.125210 -3.340062  0.051
35 H 2.135249 -2.359364 -3.008304  0.069
36 H 2.742259 -0.698163 -4.822176  0.095
37 H 2.791747 0.609852 -3.640795  0.074
38 H 3.984296 -0.726671 -3.584310  0.075
39 C 3.288525 0.128797 -0.772196  -0.366
40 C 4.671612 -0.539130 -0.797655  -0.105
41 H 3.108545 0.526360 0.239929  0.080
42 H 3.273983 0.986340 -1.451178  0.063
43 H 5.424692 0.231071 -0.569896  0.098
44 H 4.780358 -1.324650 -0.036910  0.078
45 H 4.943475 -0.949472 -1.780537  0.067
46 Br -1.091285 -2.029995 0.177130  0.057
47 P -2.599722 -3.335037 -4.108193  0.984
48 C -0.748620 -3.480796 -4.023992  -0.448
49 C -0.298537 -4.923275 -4.261812  -0.171
50 H -0.398974 -3.113897 -3.046568  0.040
51 H -0.328378 -2.818202 -4.796339  0.071
52 H 0.769073 -4.965202 -4.498210  0.064
53 H -0.469573 -5.543974 -3.377593  0.071
54 H -0.840551 -5.369713 -5.101297  0.066
55 C -3.087170 -3.050795 -2.349146  -0.514
56 C -4.443403 -3.663591 -2.022679  -0.167
57 H -3.073432 -1.972496 -2.123354  0.020
58 H -2.306972 -3.491165 -1.709968  -0.010
59 H -4.561001 -3.763730 -0.942546  0.067
60 H -5.260246 -3.039604 -2.387623  0.070
61 H -4.539857 -4.655600 -2.466908  0.066
62 C -2.820768 -1.650835 -4.840307  -0.459
63 C -3.056328 -1.729860 -6.349961  -0.170
64 H -1.953809 -1.016819 -4.603849  0.042
65 H -3.698095 -1.207270 -4.347681  0.074
66 H -3.438850 -0.775932 -6.724097  0.068
67 H -2.131508 -1.954557 -6.888801  0.069
68 H -3.791610 -2.503265 -6.592695  0.068
69 C 2.336867 0.272820 3.461922  -0.090
70 N 1.094184 0.334994 4.232428  -0.205
71 C 1.300555 0.515761 5.677927  -0.045
72 C -0.061417 0.731703 3.612094  -0.670
73 S 0.016879 1.735370 2.180572  0.525
74 N -1.246889 0.310836 4.123899  -0.173
75 C -1.320081 -0.645074 5.223982  -0.028
76 C -2.469008 0.409375 3.314061  -0.096
77 H 3.095771 -0.218185 4.089504  0.106
78 H 2.679516 1.279470 3.187142  0.081
79 H 2.156145 -0.281709 2.534765  0.058
80 H 0.516675 1.127627 6.139564  0.098
81 H 1.364441 -0.460165 6.191692  0.105
82 H 2.259266 1.034867 5.857691  0.107
83 H -1.056888 -0.194295 6.190106  0.091
84 H -2.364379 -0.981869 5.275921  0.099
85 H -0.702663 -1.532282 5.030867  0.113
86 H -2.522858 1.403457 2.835451  0.047
87 H -2.491383 -0.373640 2.515915  0.053
88 H -3.328112 0.283019 3.993148  0.103

Cartesian forces, eV/Å:
C 0.0 0.0 0.0
C -0.1 -0.2 0.1
C 0.0 0.5 0.0
C 0.3 0.0 1.5
N 0.0 0.2 -0.4
C -0.1 -1.1 0.0
C -0.1 -0.2 -0.1
C 0.1 0.7 -0.2
C -0.3 0.2 -1.2
C 0.2 0.0 0.2
C 0.0 -0.7 -0.2
C 0.4 0.3 2.0
C -0.4 0.1 -1.0
C 1.4 -1.2 1.1
Eu -1.0 0.2 2.2
P 2.3 0.3 -2.8
H 0.1 0.5 0.2
H -0.2 -0.3 -0.7
H 0.0 0.2 -0.1
H 0.0 0.0 -0.2
H 0.0 -0.1 0.2
H -0.4 -0.6 0.4
H 0.9 0.0 -0.8
H 0.3 -0.2 -0.5
C -1.9 -0.7 1.3
C 0.3 0.2 -0.9
H 0.4 -0.1 0.1
H -0.1 0.3 -0.4
H -0.3 0.4 0.1
H 0.3 0.0 0.4
H -0.5 -0.2 0.1
C -0.9 -0.3 0.0
C 0.3 0.1 -0.4
H 0.3 -0.3 -0.1
H 0.0 0.4 0.0
H 0.0 0.1 0.2
H 0.1 -0.2 0.0
H -0.4 0.1 0.1
C -0.7 1.2 0.3
C 0.2 -0.3 0.0
H 0.1 0.1 -0.1
H 0.2 -0.1 0.2
H -0.4 -0.2 0.0
H -0.1 0.2 -0.3
H -0.2 0.1 0.4
Br 0.1 0.5 0.1
P -0.2 -0.3 -0.3
C 0.0 0.2 0.0
C 0.2 0.0 0.0
H 0.0 0.0 -0.1
H -0.1 -0.1 0.1
H -0.1 -0.1 0.1
H -0.1 0.0 -0.1
H 0.1 0.1 0.1
C 0.5 0.0 0.1
C -0.1 0.1 0.2
H 0.0 -0.1 0.0
H -0.3 0.0 -0.3
H -0.1 0.0 0.0
H 0.0 -0.1 -0.1
H 0.0 0.1 0.0
C -0.1 0.0 0.1
C 0.0 0.3 0.0
H -0.1 0.0 -0.1
H 0.1 -0.1 -0.1
H 0.1 -0.1 -0.1
H -0.1 -0.1 0.0
H 0.1 0.1 0.1
C 0.0 0.4 -0.1
N -0.5 0.7 -0.2
C 0.2 -0.3 0.7
C -0.3 -0.8 0.2
S 0.2 -0.5 0.2
N 0.9 0.5 -0.9
C -0.4 -0.5 0.3
C -0.2 0.5 -0.1
H -0.3 0.1 -0.4
H 0.1 -0.2 0.1
H 0.2 0.0 0.3
H 0.2 -0.2 -0.3
H -0.1 0.4 -0.2
H -0.4 -0.1 -0.3
H -0.1 -0.2 -0.4
H 0.5 0.1 0.1
H 0.0 0.3 0.0
H -0.1 -0.4 0.4
H 0.1 0.3 0.7
H 0.3 0.1 -0.5


C2HBrNO4 | the ωB97M-V functional and the def2-TZVPD basis

Output
E_HOMO (spin up / spin down) in eV: -3.51 / -3.51
E_LUMO (spin up / spin down) in eV: 3.431 / 3.431
Net charge: -1
Electronic energy in eV: -81809.04059

Last column: Löwdin charge in e.
CARTESIAN COORDINATES (ANGSTROEM)
1 C -3.439836 0.760937 -0.389342  -0.586
2 C -0.496946 -0.366005 1.950444  -0.479
3 N -0.355346 1.562749 0.821240  -0.390
4 O -3.818637 0.537766 0.645338  0.184
5 O 0.697245 2.157274 1.055388  -0.107
6 O -3.292267 1.137980 -1.451715  0.177
7 O -1.202823 1.932237 0.024565  -0.086
8 Br -1.159492 -1.516576 0.522096  0.382
9 H 0.527591 -0.725389 2.273611  -0.095

Cartesian forces, eV/Å:
C -0.1 1.3 -1.1
C -1.1 0.9 0.6
N 1.4 -2.3 1.0
O -1.0 -1.5 4.2
O -0.9 0.5 -0.4
O 0.9 0.3 -3.2
O 0.5 0.3 0.4
Br 0.6 0.0 0.0
H -0.2 0.6 -1.5


C6H9N | the ωB97M-V functional and the def2-TZVPD basis

Output
E_HOMO in eV: -8.60
E_LUMO in eV: 0.633
Electronic energy in eV: -7854.20631

Last column: Löwdin charge in e.
CARTESIAN COORDINATES (ANGSTROEM)
1 C 0.963027 0.933012 -0.907793  -0.066
2 C 1.956537 0.272073 -0.036799  -0.229
3 C 2.372870 -0.007292 1.186469  -0.054
4 C 2.945023 -0.865316 0.176393  -0.177
5 H -0.065284 0.934887 -0.470799  0.031
6 H 0.798281 0.321271 -1.869879  0.097
7 H 1.139008 1.954599 -1.198388  0.064
8 H 2.265453 0.394125 2.232778  0.114
9 H 4.012743 -0.819883 -0.230189  0.089
10 H 2.581439 -1.928756 0.037164  0.083
11 C -3.407093 -0.610391 0.062511  -0.070
12 C -2.610829 0.526519 0.426807  -0.288
13 N -2.043771 1.506771 0.646789  0.142
14 H -2.707865 -1.058173 -0.562116  0.056
15 H -4.418627 -0.328716 -0.384127  0.118
16 H -3.780912 -1.224727 0.891184  0.090

Cartesian forces, eV/Å:
C -1.6 -1.6 -1.5
C 0.5 -0.8 2.1
C -1.4 2.8 0.5
C 1.2 -2.0 -2.3
H 1.0 0.1 0.2
H 0.6 0.9 1.2
H 0.5 0.4 0.0
H 0.4 -1.0 -1.2
H -1.2 0.3 0.7
H 0.3 1.0 0.4
C -2.6 0.7 0.8
C -0.4 2.0 1.0
N -0.2 -0.7 -0.1
H 0.3 -2.0 -1.6
H 1.7 0.0 -0.2
H 1.0 0.0 0.1


Relative energy (zero: lowest compared OMol25 entry of this formula, charge and spin) across the listed records, respectively: 3.793; 3.279; 2.910; 0.492; 2.063; 3.953 eV.